{"formula": "C25H60BN5O4P", "method": "ωB97M-V/def2-TZVPD", "elements": ["C", "C", "O", "O", "C", "C", "C", "C", "C", "C", "P", "C", "C", "C", "C", "N", "C", "N", "N", "B", "O", "O", "H", "H", "H", "H", "H", "H", "H", "H", "H", "H", "H", "H", "H", "H", "H", "H", "H", "H", "H", "H", "H", "H", "H", "H", "H", "H", "H", "H", "H", "H", "C", "C", "N", "C", "C", "C", "C", "H", "H", "H", "H", "H", "H", "H", "H", "H", "H", "H", "H", "H", "H", "H", "C", "C", "N", "C", "C", "C", "C", "H", "H", "H", "H", "H", "H", "H", "H", "H", "H", "H", "H", "H", "H", "H"], "positions_angstrom": [[-4.999, -0.170, -0.326], [-3.873, -0.954, -0.956], [-2.886, -0.431, -1.392], [-4.071, -2.287, -1.103], [-4.534, -3.022, 0.035], [-3.339, -3.559, 0.811], [-2.555, -2.473, 1.567], [-2.222, -2.805, 3.019], [-1.190, -1.810, 3.579], [-1.358, -1.414, 5.057], [-2.420, 0.013, 5.347], [-1.625, 1.523, 4.722], [-2.156, 1.926, 3.327], [-1.172, 2.777, 2.492], [-0.400, 1.949, 1.465], [0.509, 0.922, 2.004], [1.902, 1.272, 1.989], [2.678, 0.627, 1.232], [2.376, 2.351, 2.831], [-4.280, -0.033, 4.717], [-4.619, -0.790, 3.658], [-5.203, 0.697, 5.399], [-4.814, -0.062, 0.748], [-4.988, 0.825, -0.770], [-5.971, -0.639, -0.466], [-5.163, -3.836, -0.328], [-5.160, -2.384, 0.667], [-3.675, -4.360, 1.474], [-2.672, -3.992, 0.062], [-3.113, -1.529, 1.553], [-1.618, -2.269, 1.040], [-1.805, -3.816, 3.068], [-3.128, -2.815, 3.631], [-1.171, -0.927, 2.934], [-0.196, -2.256, 3.493], [-1.685, -2.255, 5.676], [-0.388, -1.098, 5.461], [-2.535, 0.151, 6.733], [-1.822, 2.310, 5.456], [-0.547, 1.346, 4.714], [-2.387, 1.023, 2.749], [-3.081, 2.488, 3.469], [-1.760, 3.513, 1.936], [-0.514, 3.356, 3.149], [0.168, 2.599, 0.793], [-1.143, 1.448, 0.832], [0.249, 0.711, 2.961], [3.622, 1.006, 1.318], [2.237, 2.110, 3.809], [1.822, 3.188, 2.672], [-5.565, -0.727, 3.452], [-4.873, 1.312, 6.063], [-3.048, 0.024, -8.979], [-2.655, -0.610, -7.653], [-2.532, 0.357, -6.578], [-1.856, -0.160, -5.402], [-2.522, -1.302, -4.627], [-3.707, 1.174, -6.333], [-5.030, 0.460, -6.026], [-2.376, 0.847, -9.224], [-2.988, -0.717, -9.776], [-4.069, 0.407, -8.966], [-1.678, -1.086, -7.768], [-3.366, -1.421, -7.423], [-1.683, 0.677, -4.720], [-0.864, -0.493, -5.722], [-3.396, -0.964, -4.074], [-1.822, -1.707, -3.895], [-2.824, -2.120, -5.284], [-3.861, 1.814, -7.206], [-3.464, 1.856, -5.514], [-5.235, -0.337, -6.742], [-5.854, 1.174, -6.088], [-5.044, 0.026, -5.027], [6.521, 1.470, -1.071], [7.829, 1.523, -0.297], [7.672, 1.171, 1.103], [8.815, 1.524, 1.926], [10.152, 0.830, 1.644], [7.078, -0.130, 1.355], [7.756, -1.367, 0.753], [5.754, 2.064, -0.569], [6.666, 1.876, -2.072], [6.148, 0.451, -1.184], [8.214, 2.546, -0.327], [8.574, 0.899, -0.815], [8.539, 1.357, 2.971], [8.960, 2.604, 1.825], [10.150, -0.212, 1.959], [10.949, 1.334, 2.194], [10.413, 0.867, 0.586], [6.046, -0.102, 0.993], [7.002, -0.252, 2.439], [7.990, -1.226, -0.303], [7.083, -2.224, 0.824], [8.676, -1.630, 1.271]], "max_force_ev_per_a": 0.68, "total_charge": 1, "homo_lumo_gap_ev": 5.749, "e_homo_ev": -9.08}